{
  "formula": "C2H6N2S3",
  "method": "ωB97M-V/def2-TZVPD",
  "species": ["C", "S", "N", "S", "C", "N", "S", "H", "H", "H", "H", "H", "H"],
  "xyz": [[1.04192, 0.57106, -0.25073], [0.27411, 0.54760, 1.31344], [-1.60663, 0.51669, 0.73929], [-2.17869, 2.05149, 0.15163], [-2.13238, -0.64763, 0.36702], [-1.51581, -1.75532, 0.76826], [-3.45051, -0.62043, -0.74417], [1.48077, -0.47213, -0.34723], [1.67968, 1.42395, -0.26678], [0.22006, 0.66736, -1.06272], [-1.27774, 2.59852, 0.93342], [-0.72223, -1.82676, 1.45773], [-1.98656, -2.56716, 0.49361]],
  "forces_ev_per_angstrom": [[-1.4, -2.1, -1.9], [-3.8, 0.2, 0.6], [3.1, 0.9, 1.5], [-0.3, -0.9, -0.4], [-0.8, 0.7, -1.7], [1.5, -0.3, 1.4], [0.9, -0.2, 1.1], [0.1, 1.7, -0.4], [0.8, 0.2, -0.4], [1.4, 0.0, 1.3], [0.4, 0.8, 0.5], [-1.5, 0.5, -1.2], [-0.4, -1.4, -0.3]],
  "lowdin_charge": [-0.451, 0.810, -0.697, 0.704, -1.065, 0.060, 0.505, 0.052, 0.013, 0.081, -0.178, 0.102, 0.064],
  "smiles": "CSN(S)C(N)=S",
  "energy_ev": -37655.581,
  "charge": 0,
  "orbital_gap_ha": 0.282,
  "e_above_lowest_ev": 0.998,
  "largest_force_ev_per_a": 3.8
}



{
  "formula": "C2H6N3",
  "method": "ωB97M-V/def2-TZVPD",
  "species": ["H", "N", "C", "C", "N", "N", "H", "H", "H", "H", "H"],
  "xyz": [[-1.96405, 1.52698, -0.30802], [-2.08817, 0.63821, 0.14309], [-1.07229, -0.05181, -0.03359], [-0.36634, -1.27883, 0.08460], [0.18953, -0.10502, -0.59783], [1.33549, 0.63276, -0.06303], [-0.24150, -1.43293, 1.11947], [-0.67574, -2.00083, -0.64602], [1.29410, 0.42643, 0.99438], [1.57059, 1.60751, -0.16834], [2.01840, 0.03753, -0.52472]],
  "forces_ev_per_angstrom": [[-0.1, 1.0, 0.1], [0.1, -0.6, 0.0], [-1.6, 1.3, -0.2], [-1.0, -0.4, -0.1], [0.3, 2.2, -2.1], [-0.3, -3.4, 3.1], [0.9, -1.0, 1.1], [0.5, -1.0, 0.2], [0.8, 0.6, -1.6], [-0.9, 0.8, -0.9], [1.1, 0.4, 0.4]],
  "lowdin_charge": [0.077, 0.233, -0.407, 0.017, -0.013, 0.250, 0.128, 0.139, 0.214, 0.180, 0.182],
  "smiles": "[H]/N=C1/CN1[NH3+]",
  "energy_ev": -6630.396,
  "charge": 1,
  "orbital_gap_ha": 0.383,
  "e_above_lowest_ev": 4.690,
  "largest_force_ev_per_a": 4.6
}



{
  "formula": "C2H6N3",
  "method": "ωB97M-V/def2-TZVPD",
  "species": ["N", "C", "N", "C", "N", "H", "H", "H", "H", "H", "H"],
  "xyz": [[1.48375, 0.04119, 0.95993], [0.79869, -0.26853, -0.20084], [0.05826, 0.87686, -0.68562], [-0.69553, -0.10416, -0.41304], [-1.95842, -0.34516, -0.39716], [2.39635, -0.41304, 1.16927], [0.99425, -0.02691, 1.87826], [1.68197, -0.90049, -0.96830], [0.13780, 1.93474, -0.75268], [-2.54274, -1.19937, -0.06137], [-2.66718, 0.27473, -0.77693]],
  "forces_ev_per_angstrom": [[0.7, -1.1, 3.5], [3.5, -1.3, -2.0], [0.6, 2.7, -1.5], [0.4, -0.8, 0.3], [-3.8, -2.4, 0.8], [-1.0, 0.2, -1.0], [0.0, 0.4, -1.2], [-3.5, 1.9, 1.8], [-0.3, -1.9, 0.0], [2.6, 1.4, -0.6], [0.7, 0.8, 0.0]],
  "lowdin_charge": [0.050, -0.261, 0.194, -0.252, 0.221, 0.117, 0.121, 0.243, 0.224, 0.202, 0.143],
  "smiles": "N[C@@H]1NC1=[NH2+]",
  "energy_ev": -6632.016,
  "charge": 1,
  "orbital_gap_ha": 0.404,
  "e_above_lowest_ev": 3.071,
  "largest_force_ev_per_a": 4.6
}



{
  "formula": "C2H6N3",
  "method": "ωB97M-V/def2-TZVPD",
  "species": ["C", "C", "N", "N", "N", "H", "H", "H", "H", "H", "H"],
  "xyz": [[0.07646, -0.28763, 0.39774], [-1.19291, -0.68129, -0.10170], [1.33455, -0.04746, 1.98997], [-0.03432, 0.23443, -0.71962], [0.17568, 1.02563, -1.66137], [-1.15247, -1.62237, -0.74097], [-2.10120, -0.33296, 0.37746], [0.54102, 0.25275, 2.49047], [0.95651, 1.64424, -1.35043], [-0.06975, 0.86758, -2.63434], [1.46643, -1.05294, 1.95280]],
  "forces_ev_per_angstrom": [[4.7, 1.2, 4.1], [0.0, -2.2, -1.6], [-1.4, -0.3, -5.6], [-2.9, -3.3, 1.6], [2.6, 3.9, -0.7], [-0.8, 1.2, 1.1], [-0.2, 0.3, -0.5], [-1.1, -0.1, 1.6], [-0.8, -0.1, -1.5], [0.0, -0.4, 0.4], [-0.1, -0.3, 0.9]],
  "lowdin_charge": [-0.011, 0.102, 0.190, -0.092, 0.179, 0.143, 0.116, -0.002, 0.183, 0.166, 0.026],
  "energy_ev": -6627.832,
  "charge": 1,
  "orbital_gap_ha": 0.375,
  "e_above_lowest_ev": 7.255,
  "largest_force_ev_per_a": 6.3
}



{
  "formula": "C2H6N3O",
  "method": "ωB97M-V/def2-TZVPD",
  "species": ["C", "C", "N", "N", "N", "O", "H", "H", "H", "H", "H", "H"],
  "xyz": [[0.60955, 0.94584, 0.57613], [-0.00806, -0.59631, 0.74683], [1.64175, 0.72751, -0.25477], [2.48967, 0.04924, -0.51297], [-1.29110, -0.44732, -0.76148], [0.65317, -1.50681, 0.33594], [-0.06391, 1.71731, 0.15452], [0.95927, 1.25520, 1.49422], [-0.82482, -0.70931, 1.43951], [-2.00990, 0.25401, -0.75394], [-1.55043, -1.39768, -0.98543], [-0.60518, -0.29167, -1.47856]],
  "forces_ev_per_angstrom": [[-3.9, 0.2, -0.7], [-0.3, -0.4, -1.3], [4.4, -1.9, -0.8], [-1.7, 1.2, -0.4], [0.6, 0.0, -0.2], [1.1, -0.2, 0.7], [0.1, -0.7, 0.3], [1.0, 0.8, 2.1], [0.0, 0.5, 0.8], [-0.6, -0.1, -0.5], [-0.9, -0.2, 0.4], [0.1, 0.7, -0.5]],
  "lowdin_charge": [-0.054, -0.298, 0.047, 0.449, 0.122, 0.024, 0.156, 0.124, 0.145, 0.099, 0.107, 0.079],
  "energy_ev": -8679.103,
  "charge": 1,
  "orbital_gap_ha": 0.335,
  "e_above_lowest_ev": 4.114,
  "largest_force_ev_per_a": 4.9
}



{
  "formula": "C2H6N3O2",
  "method": "ωB97M-V/def2-TZVPD",
  "species": ["C", "N", "N", "O", "N", "O", "C", "H", "H", "H", "H", "H", "H"],
  "xyz": [[-2.18869, 0.04009, -1.30673], [-1.61744, -0.36608, -0.03140], [-0.26740, -0.46632, -0.06820], [0.54815, -0.25352, -1.04105], [0.22289, -0.88204, 1.06687], [1.66028, -0.93655, 1.06890], [2.13025, 0.39197, 1.28859], [-1.41558, 0.47383, -1.95546], [-3.00315, 0.86495, -1.10245], [-2.68996, -0.75071, -1.85046], [1.74586, 0.50293, 2.21310], [1.67571, 1.12765, 0.51060], [3.19908, 0.25380, 1.20768]],
  "forces_ev_per_angstrom": [[-0.3, 1.9, 0.8], [1.5, 0.1, -0.8], [0.1, -0.5, -0.2], [-1.6, 0.4, -0.1], [0.1, -0.4, 1.4], [-1.1, -0.2, -1.6], [-0.5, -0.8, -3.8], [-0.2, 0.0, -0.1], [1.4, -1.4, -0.4], [-0.2, -0.5, -0.1], [-0.6, 1.8, 3.5], [1.1, -1.1, 1.3], [0.4, 0.7, 0.2]],
  "lowdin_charge": [-0.229, -0.083, -0.431, -0.145, -0.026, -0.263, -0.144, 0.038, 0.070, 0.027, 0.017, 0.099, 0.069],
  "smiles": "C[N-][N+](=O)[N-]OC",
  "energy_ev": -10731.732,
  "charge": -1,
  "orbital_gap_ha": 0.270,
  "e_above_lowest_ev": 7.519,
  "largest_force_ev_per_a": 4.0
}



{
  "formula": "C2H6N3O2",
  "method": "ωB97M-V/def2-TZVPD",
  "species": ["C", "C", "N", "N", "N", "O", "O", "H", "H", "H", "H", "H", "H"],
  "xyz": [[2.35213, -0.82015, -0.11499], [-1.16699, -0.11239, 0.01002], [-1.55573, -1.38505, 0.01158], [0.08081, 0.20508, 0.17587], [0.50513, 1.51229, 0.11956], [2.79666, 0.22981, -0.16071], [-2.13336, 0.76847, -0.15740], [2.37663, -1.88952, -0.12664], [-0.92164, -2.12335, 0.25083], [-2.54049, -1.58732, -0.05020], [0.98204, 1.74479, -0.74756], [1.04122, 1.77075, 0.94268], [-1.81644, 1.68660, -0.15303]],
  "forces_ev_per_angstrom": [[-0.8, 3.4, 0.1], [0.2, 0.8, 0.0], [-0.5, -0.1, -0.1], [2.2, -1.4, -0.1], [-0.7, 0.3, 0.0], [-0.3, -2.2, 0.0], [-0.4, -0.2, -0.1], [-0.1, -0.6, 0.0], [0.0, 0.1, 0.0], [0.1, 0.0, 0.0], [-0.1, 0.0, 0.2], [-0.1, 0.0, -0.2], [0.4, -0.2, 0.1]],
  "lowdin_charge": [0.206, -0.508, 0.201, -0.034, 0.024, 0.215, 0.156, 0.144, 0.117, 0.134, 0.103, 0.107, 0.135],
  "energy_ev": -10727.025,
  "charge": 1,
  "orbital_gap_ha": [0.296, 0.295],
  "e_above_lowest_ev": 1.920,
  "largest_force_ev_per_a": 3.5
}



{
  "formula": "C2H6N3OS",
  "method": "ωB97M-V/def2-TZVPD",
  "species": ["C", "C", "N", "N", "N", "O", "S", "H", "H", "H", "H", "H", "H"],
  "xyz": [[-0.76952, -0.32200, -0.00442], [-2.08947, 0.13950, -0.63809], [3.83055, 0.01450, 0.33494], [-0.44593, -1.43967, 0.43237], [0.13249, 0.73130, -0.01019], [1.39508, 0.56836, 0.55919], [2.56293, 0.20186, -0.42055], [-1.81743, 0.64853, -1.65350], [-2.66920, 0.72918, 0.13748], [-2.76773, -0.82059, -0.68919], [4.06687, 0.15109, 1.37259], [-1.10910, -2.21073, 0.38364], [-0.31953, 1.60866, 0.19573]],
  "forces_ev_per_angstrom": [[-1.6, -0.8, -0.2], [-0.7, -1.2, 0.2], [-0.8, 0.6, 0.4], [1.0, -0.9, 0.4], [-0.3, 0.6, -1.8], [-0.1, 0.2, 1.4], [1.2, -0.5, 1.1], [-1.2, -0.8, 1.9], [0.8, 0.1, -1.3], [1.5, 1.9, -0.6], [-0.7, -0.3, -1.7], [-0.1, 0.5, -0.2], [0.8, 0.6, 0.4]],
  "lowdin_charge": [-0.522, -0.017, -0.176, 0.164, -0.033, -0.353, 1.224, 0.122, 0.101, 0.123, 0.133, 0.081, 0.153],
  "energy_ev": -19512.823,
  "charge": 1,
  "orbital_gap_ha": 0.256,
  "e_above_lowest_ev": 5.398,
  "largest_force_ev_per_a": 2.5
}